Entry 1:
Here is C28H39BrO4OsPS as an isolated structure in a non-equilibrium geometry from OMol25. Energies are from the ωB97M-V functional and the def2-TZVPD basis.

Each line ends with the Mulliken spin population.
Atoms and positions in Å:
Os (2.785, -0.287, -0.286)  3.975
Br (5.497, -0.655, -0.477)  0.135
C (5.549, -0.462, 1.477)  -0.054
C (6.741, -0.110, 2.046)  0.009
C (6.810, 0.069, 3.433)  -0.017
C (5.716, -0.178, 4.214)  0.024
C (4.501, -0.611, 3.641)  -0.016
C (3.395, -0.958, 4.446)  0.074
C (2.234, -1.418, 3.879)  -0.024
C (2.101, -1.467, 2.487)  0.077
C (3.113, -1.057, 1.620)  -0.097
C (4.376, -0.713, 2.223)  0.014
H (7.614, 0.030, 1.428)  -0.003
H (7.741, 0.391, 3.870)  -0.001
H (5.772, -0.054, 5.285)  0.001
H (3.486, -0.880, 5.518)  0.004
H (1.406, -1.725, 4.500)  -0.002
H (1.169, -1.837, 2.074)  -0.014
O (2.293, 0.001, -2.467)  0.024
S (1.786, 1.279, -2.025)  -0.076
O (0.523, 0.730, -0.925)  -0.118
O (2.618, 1.908, -1.034)  0.065
O (1.105, 2.081, -2.962)  0.004
C (-3.500, 2.249, -3.814)  0.000
C (-3.083, 3.135, -2.634)  -0.001
C (-1.920, 2.507, -1.855)  0.006
C (-2.071, 0.987, -1.886)  0.007
C (-1.787, 0.480, -3.309)  0.000
C (-2.295, 1.487, -4.353)  0.000
P (-0.926, 0.163, -0.714)  -0.072
C (-0.777, -1.662, -0.946)  0.019
C (-0.007, -2.114, -2.189)  0.092
C (0.438, -3.560, -1.954)  -0.003
C (-0.704, -4.403, -1.358)  0.003
C (-2.064, -3.745, -1.581)  0.000
C (-2.134, -2.379, -0.879)  0.002
C (-1.193, 0.461, 1.100)  -0.021
C (-2.671, 0.527, 1.526)  0.001
C (-3.080, 1.944, 1.926)  0.000
C (-2.252, 2.456, 3.110)  0.000
C (-0.786, 2.004, 3.019)  0.003
C (-0.407, 1.690, 1.575)  -0.006
H (-3.929, 2.867, -4.601)  0.000
H (-4.270, 1.538, -3.505)  0.000
H (-3.937, 3.280, -1.972)  0.000
H (-2.777, 4.118, -2.992)  0.000
H (-1.918, 2.885, -0.832)  0.000
H (-0.961, 2.763, -2.307)  -0.001
H (-3.088, 0.724, -1.581)  -0.002
H (-2.267, -0.489, -3.460)  0.000
H (-0.707, 0.370, -3.438)  0.002
H (-2.559, 0.961, -5.271)  0.000
H (-1.501, 2.194, -4.591)  0.000
H (-0.159, -1.961, -0.085)  0.015
H (0.872, -1.493, -2.365)  -0.052
H (-0.636, -2.059, -3.074)  -0.002
H (1.293, -3.565, -1.271)  -0.001
H (0.777, -3.983, -2.899)  0.000
H (-0.554, -4.529, -0.285)  0.000
H (-0.707, -5.397, -1.804)  0.000
H (-2.849, -4.392, -1.189)  0.000
H (-2.245, -3.631, -2.650)  0.000
H (-2.422, -2.520, 0.164)  0.000
H (-2.910, -1.778, -1.357)  0.000
H (-0.738, -0.415, 1.578)  0.005
H (-2.828, -0.123, 2.388)  0.000
H (-3.319, 0.166, 0.726)  0.000
H (-4.138, 1.951, 2.189)  0.000
H (-2.949, 2.611, 1.074)  0.000
H (-2.682, 2.104, 4.048)  0.000
H (-2.302, 3.545, 3.124)  0.000
H (-0.623, 1.117, 3.636)  0.000
H (-0.132, 2.787, 3.403)  0.000
H (0.666, 1.489, 1.501)  0.016
H (-0.618, 2.558, 0.950)  0.007

Calculated values
* multiplicity: 5
* E_HOMO (alpha / beta): -10.577 / -10.708 eV
* energy: -130484.6695 eV
* net charge: +1
* ΔE to the lowest compared entry with this formula, charge and spin: 0.0 kJ/mol
* expectation value of S²: 6.024
* lowest unoccupied orbital energy (alpha / beta): -0.08188 / -0.14514 Ha

---

Entry 2:
Here is one molecule with the formula C7H12N2 in a non-equilibrium geometry from OMol25. Energies are from the ωB97M-V functional and the def2-TZVPD basis.

Each line ends with the Mulliken charge.
Atoms and positions in Å:
C (1.872, -1.935, -1.227)  -0.779
C (1.638, -1.054, -0.265)  -0.009
C (0.798, 0.205, -0.600)  -0.874
C (-0.498, 0.216, 0.303)  1.336
C (-0.559, 0.839, 1.719)  -1.643
N (-1.466, 1.226, -0.836)  -0.522
C (-1.917, 2.303, -0.405)  -0.254
N (-1.162, -0.969, 0.308)  -0.455
C (-1.708, -1.650, -0.621)  -0.398
H (2.392, -2.846, -1.072)  0.296
H (1.551, -1.620, -2.231)  0.231
H (2.204, -1.142, 0.701)  0.272
H (0.503, 0.237, -1.670)  0.397
H (1.308, 1.149, -0.282)  0.309
H (-0.210, 1.887, 1.843)  0.332
H (-1.629, 0.822, 1.970)  0.436
H (-0.011, 0.148, 2.352)  0.378
H (-2.355, 3.130, -1.059)  0.246
H (-1.750, 2.714, 0.635)  0.134
H (-1.833, -2.739, -0.397)  0.259
H (-2.046, -1.347, -1.603)  0.307

Calculated values
* multiplicity: 1
* E_HOMO: -8.246 eV
* SMILES string: C=CCC(C)(N=C)N=C
* energy: -10429.9574 eV
* net charge: 0
* ΔE to the lowest compared entry with this formula, charge and spin: 339.6 kJ/mol
* lowest unoccupied orbital energy: 0.03644 Ha